Model w:
DFT (wB97M-V/def2-TZVPD) results for a cluster of 2 separate species, BrH3P2 in total.

Element x y z (Å)
1 P -0.11 -0.72 1.13
2 P -1.90 0.18 0.77
3 Br 2.40 1.84 -1.87
4 H 2.11 2.75 -3.08
5 H -0.61 -1.36 2.37
6 H -1.70 0.55 -0.47

Computed properties:
net charge = 0
HOMO = -9.30 eV

Atomic charges from the Mulliken analysis, expressed in e, are listed below: number 1, P, carries -0.059; number 2, P, carries -0.001; number 3, Br, carries -0.217; number 4, H, carries 0.210; number 5, H, carries 0.056; number 6, H, carries 0.011



Model x:
DFT (wB97M-V/def2-TZVPD) results for a cluster of 2 separate species, BrH3P2 in total.

Element x y z (Å)
1 P -0.29 -0.77 0.07
2 P -0.74 1.28 -0.20
3 Br -3.93 0.21 0.59
4 H -1.15 -1.08 1.04
5 H -1.04 -1.52 -0.88
6 H -0.36 1.91 1.06

Computed properties:
net charge = 0
HOMO (spin up / spin down) = -9.01 / -9.00 eV

Atomic charges from the Mulliken analysis, expressed in e, are listed below: number 1, P, carries -0.039; number 2, P, carries 0.132; number 3, Br, carries -0.479; number 4, H, carries 0.114; number 5, H, carries 0.135; number 6, H, carries 0.138



The structure with the least stability is model x.



Model w:
DFT (wB97M-V/def2-TZVPD) results for a cluster of 3 separate species, CH8NO2 in total.

Element x y z (Å)
1 C 0.21 -0.60 0.62
2 N 0.47 0.59 0.12
3 H 1.04 -1.33 0.39
4 H -0.80 -0.93 0.86
5 H -0.18 1.34 0.46
6 H 1.36 0.69 -0.30
7 H -1.83 2.80 0.61
8 H -1.39 2.57 2.04
9 O -1.35 2.14 1.18
10 H 0.19 -2.97 -1.73
11 H 1.19 -2.20 -2.65
12 O 0.83 -2.21 -1.71

Computed properties:
net charge = +1
HOMO = -15.50 eV

Atomic charges from the Mulliken analysis, expressed in e, are listed below: number 1, C, carries -0.182; number 2, N, carries -0.102; number 3, H, carries 0.340; number 4, H, carries 0.292; number 5, H, carries 0.369; number 6, H, carries 0.262; number 7, H, carries 0.352; number 8, H, carries 0.342; number 9, O, carries -0.701; number 10, H, carries 0.333; number 11, H, carries 0.330; number 12, O, carries -0.634



Model x:
DFT (wB97M-V/def2-TZVPD) results for a cluster of 3 separate species, CH8NO2 in total.

Element x y z (Å)
1 C -0.89 -0.72 -1.91
2 N -0.64 0.50 -1.58
3 H -0.76 -0.85 -2.97
4 H -1.22 -1.42 -1.12
5 H -0.85 1.43 -1.99
6 H -0.39 0.53 -0.55
7 H 0.96 0.49 1.22
8 H 1.79 1.39 0.28
9 O 0.94 0.94 0.34
10 H -0.39 -0.87 2.81
11 H 1.04 -1.06 2.85
12 O 0.41 -0.35 2.63

Computed properties:
net charge = +1
HOMO = -15.82 eV

Atomic charges from the Mulliken analysis, expressed in e, are listed below: number 1, C, carries -0.045; number 2, N, carries -0.153; number 3, H, carries 0.282; number 4, H, carries 0.267; number 5, H, carries 0.304; number 6, H, carries 0.326; number 7, H, carries 0.399; number 8, H, carries 0.319; number 9, O, carries -0.669; number 10, H, carries 0.318; number 11, H, carries 0.347; number 12, O, carries -0.696



The structure with the least stability is model x.



Model w:
DFT (wB97M-V/def2-TZVPD) results for a cluster of 17 separate species, H35O17 in total.

Element x y z (Å)
1 O -1.09 -1.26 -2.01
2 H -0.23 -0.86 -4.26
3 H -0.50 0.65 -4.06
4 O -0.94 -0.20 -4.16
5 H -0.56 -3.78 -1.87
6 H 1.42 -1.64 -0.65
7 O 1.01 -1.34 1.85
8 H 1.11 -1.93 0.92
9 H 0.10 -1.58 2.30
10 O -0.35 -0.95 4.10
11 H -0.69 -0.99 5.01
12 H -2.10 -2.97 1.35
13 O 2.44 -0.37 -1.76
14 H 0.31 4.80 -0.40
15 O -1.21 1.57 -0.55
16 H -0.33 1.97 -0.46
17 H -4.84 2.39 1.23
18 O 4.04 -2.87 -1.30
19 H -4.60 -2.98 0.78
20 H 3.41 3.25 3.30
21 O -1.37 -3.35 1.83
22 H -1.57 -1.33 -2.93
23 H -0.62 3.16 3.48
24 O 0.30 -3.67 -2.22
25 H 0.60 -2.96 -0.72
26 H 0.67 -4.54 -2.16
27 O -4.22 2.48 0.50
28 H 3.37 -2.78 -0.58
29 H -4.61 2.65 -0.34
30 O -0.06 4.02 -0.04
31 H -0.03 1.54 1.10
32 H 2.77 -0.98 -1.14
33 O 3.51 3.51 2.36
34 H 1.02 -0.30 1.77
35 H 4.26 2.90 2.13
36 O 0.77 1.06 1.48
37 H -0.94 -0.34 -1.81
38 H 0.95 1.67 2.27
39 O 0.29 3.04 3.13
40 H 3.53 -2.57 -2.04
41 H -1.63 1.93 -1.34
42 O 1.21 1.94 -3.26
43 H 2.59 -0.62 -2.65
44 H 1.58 2.32 -4.04
45 O 1.45 -2.52 -0.22
46 H 0.37 3.65 2.37
47 H -0.19 -0.03 4.03
48 O -4.80 -2.15 0.35
49 H -4.42 -2.06 -0.53
50 H -1.48 -3.31 2.79
51 H -0.97 4.18 -0.43
52 H 1.25 2.55 -2.50

Computed properties:
net charge = +1
HOMO = -13.01 eV

Atomic charges from the Mulliken analysis, expressed in e, are listed below: number 1, O, carries -0.512; number 2, H, carries 0.345; number 3, H, carries 0.303; number 4, O, carries -0.710; number 5, H, carries 0.320; number 6, H, carries 0.392; number 7, O, carries -0.505; number 8, H, carries 0.583; number 9, H, carries 0.478; number 10, O, carries -0.573; number 11, H, carries 0.293; number 12, H, carries 0.327; number 13, O, carries -0.604; number 14, H, carries 0.287; number 15, O, carries -0.594; number 16, H, carries 0.143; number 17, H, carries 0.292; number 18, O, carries -0.619; number 19, H, carries 0.298; number 20, H, carries 0.315; number 21, O, carries -0.634; number 22, H, carries 0.355; number 23, H, carries 0.311; number 24, O, carries -0.603; number 25, H, carries 0.480; number 26, H, carries 0.306; number 27, O, carries -0.566; number 28, H, carries 0.380; number 29, H, carries 0.298; number 30, O, carries -0.584; number 31, H, carries 0.381; number 32, H, carries 0.171; number 33, O, carries -0.639; number 34, H, carries 0.448; number 35, H, carries 0.327; number 36, O, carries -0.601; number 37, H, carries 0.272; number 38, H, carries 0.449; number 39, O, carries -0.687; number 40, H, carries 0.304; number 41, H, carries 0.236; number 42, O, carries -0.545; number 43, H, carries 0.285; number 44, H, carries 0.282; number 45, O, carries -0.826; number 46, H, carries 0.319; number 47, H, carries 0.242; number 48, O, carries -0.630; number 49, H, carries 0.329; number 50, H, carries 0.301; number 51, H, carries 0.319; number 52, H, carries 0.261



Model x:
DFT (wB97M-V/def2-TZVPD) results for a cluster of 17 separate species, H35O17 in total.

Element x y z (Å)
1 O -0.93 -5.00 -0.82
2 H -0.02 -5.03 -0.57
3 H -1.17 -5.87 -0.47
4 O 0.61 1.34 2.09
5 H -0.01 0.78 1.56
6 H 0.35 2.25 1.87
7 O 3.90 -0.20 2.96
8 H 4.69 0.34 3.04
9 H 3.54 0.02 3.82
10 O 1.37 -2.02 -0.81
11 H 1.87 -1.48 -1.63
12 H -0.49 -2.53 -3.27
13 O 2.59 -1.00 -2.65
14 H 0.84 -2.71 -1.31
15 O -2.85 0.45 3.40
16 H -3.67 0.76 3.83
17 H -2.74 1.23 2.84
18 O -2.83 1.14 -0.97
19 H -3.16 1.72 -1.65
20 H -2.84 0.22 -1.26
21 O -0.14 -3.08 -2.55
22 H 3.40 -0.51 -2.40
23 H -0.58 -3.93 -2.45
24 O 1.40 0.91 4.69
25 H -2.28 -0.27 1.43
26 H 1.19 0.89 3.73
27 O -1.14 4.04 1.95
28 H -1.99 3.81 2.37
29 H -1.43 4.92 1.68
30 O -1.16 2.57 -3.82
31 H -1.68 1.76 -3.74
32 H -0.99 2.91 -2.94
33 O 2.05 2.93 -0.13
34 H 1.75 3.16 0.76
35 H 2.29 2.02 0.05
36 O -3.45 -2.79 1.33
37 H -3.28 -3.71 1.22
38 H -4.21 -2.77 1.93
39 O -0.14 0.37 -0.77
40 H 0.16 1.25 -0.52
41 H -1.10 -0.97 2.05
42 O -0.58 -0.76 -3.76
43 H -0.80 -0.29 -4.57
44 H -0.34 -0.07 -3.12
45 O -1.38 -0.58 1.26
46 H 0.62 -1.42 -0.63
47 H -1.06 0.24 -0.47
48 O 4.28 1.41 -1.44
49 H 4.88 2.15 -1.49
50 H 3.41 1.77 -1.23
51 H 2.24 -0.44 -3.36
52 H 1.04 0.05 4.93

Computed properties:
net charge = +1
HOMO = -12.83 eV

Atomic charges from the Mulliken analysis, expressed in e, are listed below: number 1, O, carries -0.612; number 2, H, carries 0.302; number 3, H, carries 0.295; number 4, O, carries -0.557; number 5, H, carries 0.368; number 6, H, carries 0.233; number 7, O, carries -0.614; number 8, H, carries 0.305; number 9, H, carries 0.331; number 10, O, carries -0.392; number 11, H, carries 0.394; number 12, H, carries 0.290; number 13, O, carries -0.557; number 14, H, carries 0.593; number 15, O, carries -0.590; number 16, H, carries 0.303; number 17, H, carries 0.264; number 18, O, carries -0.638; number 19, H, carries 0.263; number 20, H, carries 0.329; number 21, O, carries -0.613; number 22, H, carries 0.340; number 23, H, carries 0.333; number 24, O, carries -0.638; number 25, H, carries 0.244; number 26, H, carries 0.338; number 27, O, carries -0.571; number 28, H, carries 0.280; number 29, H, carries 0.290; number 30, O, carries -0.596; number 31, H, carries 0.273; number 32, H, carries 0.317; number 33, O, carries -0.672; number 34, H, carries 0.276; number 35, H, carries 0.333; number 36, O, carries -0.549; number 37, H, carries 0.278; number 38, H, carries 0.300; number 39, O, carries -0.296; number 40, H, carries 0.158; number 41, H, carries 0.202; number 42, O, carries -0.676; number 43, H, carries 0.313; number 44, H, carries 0.273; number 45, O, carries -0.582; number 46, H, carries 0.348; number 47, H, carries 0.259; number 48, O, carries -0.626; number 49, H, carries 0.309; number 50, H, carries 0.369; number 51, H, carries 0.340; number 52, H, carries 0.338



The structure with the least stability is model w.



Model w:
DFT (wB97M-V/def2-TZVPD) results for a cluster of 2 separate species, C2H4BrN in total.

Element x y z (Å)
1 C -0.65 0.31 -0.17
2 C -1.12 -0.90 0.49
3 N -1.80 -0.63 -0.48
4 Br 3.06 0.07 -0.22
5 H -0.75 1.23 0.21
6 H 0.24 0.24 -0.80
7 H -1.03 -1.49 1.32
8 H 2.05 1.18 -0.34

Computed properties:
net charge = 0
SMILES = C1=NC1.Br
HOMO = -10.11 eV

Atomic charges from the Mulliken analysis, expressed in e, are listed below: number 1, C, carries -0.157; number 2, C, carries -0.148; number 3, N, carries -0.406; number 4, Br, carries -0.196; number 5, H, carries 0.317; number 6, H, carries 0.064; number 7, H, carries 0.309; number 8, H, carries 0.216



Model x:
DFT (wB97M-V/def2-TZVPD) results for a cluster of 2 separate species, C2H4BrN in total.

Element x y z (Å)
1 C 0.40 -0.18 0.08
2 C -1.05 0.16 0.21
3 N 1.31 -0.76 0.67
4 Br 3.13 -0.75 0.20
5 H 0.72 0.84 -1.85
6 H -1.29 1.10 -0.11
7 H -1.49 0.08 1.19
8 H -1.72 -0.49 -0.39

Computed properties:
net charge = 0
HOMO (spin up / spin down) = -8.19 / -9.63 eV

Atomic charges from the Mulliken analysis, expressed in e, are listed below: number 1, C, carries 0.320; number 2, C, carries -0.961; number 3, N, carries -0.328; number 4, Br, carries -0.007; number 5, H, carries 0.021; number 6, H, carries 0.338; number 7, H, carries 0.321; number 8, H, carries 0.297



The structure with the least stability is model x.